Below is a structure of composition C15H19Cl2CsF6N2O2 in a non-equilibrium geometry, with properties calculated with ωB97M-V/def2-TZVPD.

Its largest force on an atom is 0.0407 Eh/bohr. The orbital gap is 8.2633 eV. As for the multiplicity: 1. The value obtained for the HOMO energy is -8.273 eV.

Geometry as XYZ:
```
47
Properties=species:S:1:pos:R:3:mulliken_charge:R:1
Cs -0.18 0.69 -0.45 1.03
Cl 2.84 -0.18 0.58 -0.19
C 2.47 0.10 2.30 -0.22
Cl 0.75 -0.13 2.64 -0.19
H 2.75 1.11 2.55 0.24
H 3.02 -0.64 2.87 0.30
C -8.75 1.60 -2.63 -1.10
C -7.49 0.94 -3.19 -0.66
N -6.51 1.91 -3.66 0.21
C -6.77 2.52 -4.96 -0.66
C -6.30 1.64 -6.12 -1.05
C -5.24 2.03 -3.18 0.38
O -4.36 2.59 -3.80 -0.65
C -4.90 1.40 -1.86 0.16
C -5.67 1.51 -0.71 0.05
C -5.20 0.96 0.47 -0.68
C -3.98 0.31 0.46 -0.39
N -3.21 0.21 -0.63 -0.54
C -3.67 0.76 -1.75 -0.28
H -9.45 0.83 -2.30 0.38
H -9.25 2.21 -3.38 0.35
H -8.52 2.24 -1.78 0.24
H -7.77 0.29 -4.03 0.30
H -7.04 0.31 -2.43 0.49
H -6.25 3.48 -4.99 0.39
H -7.84 2.70 -5.03 0.31
H -5.22 1.50 -6.07 0.29
H -6.54 2.12 -7.07 0.38
H -6.79 0.67 -6.10 0.28
H -6.62 2.03 -0.73 0.48
H -5.77 1.03 1.39 0.41
H -3.59 -0.14 1.36 0.37
H -3.04 0.71 -2.63 0.50
C -0.88 5.03 -0.70 -1.75
C 0.19 4.31 0.14 0.67
O 0.15 2.96 0.03 -0.82
C -0.03 4.71 1.63 0.64
F 0.86 4.15 2.46 -0.23
F -1.25 4.29 2.03 -0.25
F 0.01 6.04 1.85 -0.28
C 1.58 4.84 -0.32 0.66
F 1.71 6.18 -0.24 -0.27
F 1.78 4.50 -1.61 -0.26
F 2.60 4.31 0.38 -0.24
H -1.86 4.68 -0.38 0.39
H -0.73 4.77 -1.74 0.41
H -0.83 6.12 -0.59 0.39
```